No. 1
Here is 8 unconnected molecules or ions with the total composition C43H109N7O14 at a distorted geometry from OMol25. Energies are from ωB97M-V with the def2-TZVPD basis set.

XYZ file:
```
173
Properties=species:S:1:pos:R:3:lowdin_charge:R:1
C 8.508 -6.705 4.455 -0.03
C 7.610 -5.810 3.482 -0.48
C 6.834 -4.612 4.065 -0.06
O 8.282 -5.363 2.353 -0.05
H 8.506 -7.719 4.056 0.07
H 8.094 -6.803 5.458 0.06
H 9.495 -6.272 4.619 0.07
H 6.858 -6.474 3.055 0.12
H 6.358 -3.940 3.350 0.07
H 7.482 -3.965 4.655 0.08
H 6.064 -4.990 4.737 0.07
H 8.222 -4.415 2.216 0.08
C 3.237 -10.931 -7.853 -0.11
O 3.979 -12.032 -8.336 -0.20
C 3.955 -13.015 -7.356 -0.23
C 5.042 -13.999 -7.902 -0.21
N 4.599 -14.731 -9.110 -0.04
C 5.748 -15.424 -9.764 -0.18
C 5.465 -16.411 -10.955 -0.27
O 4.723 -15.717 -11.921 -0.21
C 3.498 -16.493 -12.239 -0.06
H 2.172 -11.159 -7.882 0.09
H 3.485 -10.100 -8.513 0.09
H 3.486 -10.703 -6.817 0.08
H 2.954 -13.443 -7.414 0.12
H 4.220 -12.662 -6.359 0.12
H 5.473 -14.641 -7.134 0.10
H 5.954 -13.425 -8.069 0.11
H 3.997 -14.148 -9.673 0.10
H 6.290 -16.019 -9.030 0.11
H 6.390 -14.777 -10.362 0.11
H 5.076 -17.396 -10.696 0.11
H 6.422 -16.726 -11.370 0.11
H 2.901 -15.935 -12.959 0.08
H 3.001 -16.488 -11.269 0.08
H 3.777 -17.478 -12.615 0.08
C -8.977 3.567 7.149 -0.10
O -8.763 2.330 7.845 -0.22
C -7.532 2.224 8.613 -0.19
C -6.134 2.181 7.977 -0.20
N -5.143 2.107 9.036 -0.09
C -3.811 2.339 8.574 -0.23
C -2.985 2.844 9.749 -0.19
O -3.643 4.068 10.185 -0.20
C -2.872 4.695 11.229 -0.11
H -9.132 4.245 7.987 0.08
H -9.910 3.499 6.589 0.09
H -8.073 3.961 6.685 0.08
H -7.759 1.331 9.196 0.12
H -7.563 3.026 9.350 0.11
H -5.949 3.102 7.424 0.11
H -6.049 1.312 7.325 0.12
H -5.330 2.818 9.728 0.10
H -3.843 3.084 7.779 0.11
H -3.438 1.395 8.177 0.12
H -1.946 3.028 9.476 0.12
H -2.986 2.151 10.590 0.12
H -2.388 4.038 11.952 0.08
H -3.408 5.295 11.964 0.08
H -2.097 5.300 10.759 0.09
C -1.600 11.965 5.761 -0.13
O -1.951 10.758 6.383 -0.18
C -3.299 10.431 6.229 -0.22
C -3.692 10.084 4.774 -0.21
N -5.019 9.395 4.746 -0.02
C -4.759 8.211 3.875 -0.20
C -4.869 8.495 2.338 -0.29
O -6.042 9.128 2.232 -0.19
C -6.538 9.122 0.872 -0.06
H -0.511 11.946 5.739 0.09
H -1.857 12.935 6.187 0.09
H -1.884 11.975 4.709 0.07
H -3.823 11.206 6.788 0.12
H -3.460 9.503 6.779 0.12
H -2.902 9.472 4.340 0.11
H -3.630 10.946 4.109 0.10
H -5.599 9.825 4.041 0.07
H -5.550 7.478 4.030 0.11
H -3.970 7.588 4.297 0.11
H -4.723 7.558 1.800 0.12
H -4.135 9.164 1.889 0.12
H -5.718 9.432 0.223 0.08
H -7.407 9.779 0.839 0.09
H -6.837 8.186 0.401 0.09
C -4.177 -3.770 -8.260 -0.07
O -5.202 -3.785 -7.216 -0.18
C -4.971 -2.744 -6.290 -0.25
C -6.001 -2.858 -5.129 -0.21
N -7.388 -2.560 -5.503 -0.06
C -8.246 -2.371 -4.279 -0.17
C -8.029 -0.950 -3.646 -0.25
O -6.955 -0.864 -2.784 -0.20
C -7.110 -1.322 -1.417 -0.07
H -3.865 -2.747 -8.474 0.08
H -4.598 -4.391 -9.051 0.08
H -3.302 -4.323 -7.917 0.08
H -4.922 -1.718 -6.653 0.12
H -4.035 -2.778 -5.731 0.11
H -5.753 -2.186 -4.307 0.10
H -5.871 -3.841 -4.677 0.11
H -7.768 -3.161 -6.221 0.10
H -8.082 -3.124 -3.509 0.10
H -9.251 -2.682 -4.563 0.11
H -8.981 -0.575 -3.269 0.11
H -7.949 -0.179 -4.413 0.12
H -7.095 -2.411 -1.395 0.07
H -8.128 -1.181 -1.053 0.08
H -6.286 -0.915 -0.831 0.09
C 3.764 -4.086 -14.102 -0.13
O 3.932 -2.878 -13.454 -0.21
C 3.439 -2.783 -12.102 -0.22
C 3.927 -1.484 -11.549 -0.21
N 3.217 -1.146 -10.311 -0.07
C 3.877 -0.131 -9.509 -0.20
C 3.021 0.342 -8.241 -0.21
O 1.812 0.982 -8.656 -0.20
C 0.848 1.190 -7.582 -0.09
H 4.171 -4.843 -13.431 0.08
H 4.277 -3.965 -15.056 0.09
H 2.688 -4.239 -14.186 0.09
H 3.747 -3.659 -11.531 0.12
H 2.357 -2.880 -12.012 0.12
H 3.714 -0.760 -12.336 0.12
H 4.995 -1.592 -11.358 0.13
H 2.315 -0.834 -10.642 0.11
H 4.115 0.766 -10.081 0.11
H 4.847 -0.481 -9.155 0.11
H 3.615 1.051 -7.664 0.11
H 2.877 -0.480 -7.539 0.11
H 0.438 0.248 -7.219 0.08
H 0.022 1.835 -7.881 0.08
H 1.345 1.627 -6.716 0.08
C 1.628 4.294 2.761 -0.08
O 0.771 3.114 2.627 -0.21
C 1.010 2.317 1.419 -0.23
C 0.295 1.051 1.578 -0.27
N 0.432 0.137 0.479 -0.08
C 0.085 -1.235 0.848 -0.20
C 0.243 -2.090 -0.337 -0.27
O 1.364 -2.905 -0.361 -0.18
C 1.254 -4.227 0.076 -0.12
H 2.688 4.051 2.684 0.08
H 1.462 4.613 3.790 0.08
H 1.208 5.038 2.085 0.08
H 2.079 2.107 1.410 0.12
H 0.791 2.819 0.476 0.13
H -0.769 1.287 1.596 0.13
H 0.593 0.620 2.534 0.12
H 1.372 0.222 0.118 0.11
H -0.937 -1.350 1.210 0.13
H 0.886 -1.436 1.559 0.13
H 0.187 -1.520 -1.265 0.13
H -0.700 -2.620 -0.473 0.12
H 2.264 -4.636 0.044 0.09
H 0.640 -4.756 -0.653 0.08
H 0.675 -4.440 0.974 0.09
C 5.347 9.609 11.262 -0.05
C 5.438 10.326 12.625 -0.45
C 4.620 11.604 12.656 -0.24
O 5.181 12.740 12.055 -0.18
C 6.302 13.255 12.813 -0.08
N 4.869 9.437 13.630 0.02
H 5.816 8.631 11.369 0.07
H 5.965 10.142 10.540 0.08
H 4.313 9.398 10.993 0.08
H 6.458 10.560 12.930 0.12
H 4.299 12.000 13.620 0.12
H 3.657 11.260 12.279 0.13
H 7.095 13.627 12.163 0.09
H 6.876 12.548 13.411 0.07
H 5.810 13.960 13.483 0.09
H 4.913 9.852 14.550 0.07
H 5.470 8.629 13.718 0.07
```

As for the net charge: 0. Its SMILES is COC[C@H](C)N.COCCNCCOC.COCCNCCOC.COCCNCCOC.COCCNCCOC.COCCNCCOC.COCCNCCOC.CC(C)O. The value obtained for the LUMO energy is 0.5 eV. The value obtained for the molar mass is 948.38 g/mol. For the maximum force, the calculation gives 4.34 eV Å⁻¹. Its HOMO energy is -8.38 eV. Its energy above the lowest of the compared OMol25 structures with the same formula, charge and spin is 173.1 kcal/mol.

No. 2
Here is a single C5H4INO2 molecule at a distorted geometry from OMol25. Energies are from ωB97M-V with the def2-TZVPD basis set.

XYZ file:
```
13
Properties=species:S:1:pos:R:3:nbo_charge:R:1
C 1.308 1.161 -0.079 -0.01
C 0.244 2.204 -0.074 0.76
C -0.732 0.195 -0.190 0.46
C -1.699 -0.712 -0.119 -0.54
C 2.621 1.379 0.027 -0.40
N 0.635 -0.021 -0.248 -0.59
O 0.347 3.392 -0.025 -0.51
O -0.939 1.547 -0.160 -0.45
I 4.026 -0.173 -0.018 0.14
H -2.727 -0.416 -0.061 0.23
H -1.471 -1.760 -0.124 0.21
H 3.050 2.395 0.448 0.27
H 1.070 -0.928 -0.215 0.43
```

As for the net charge: 0. Its SMILES is C=c1[nH]/c(=C\I)c(=O)o1. The value obtained for the LUMO energy is 0.0 eV. The value obtained for the molar mass is 237.00 g/mol. For the maximum force, the calculation gives 2.86 eV Å⁻¹. Its HOMO energy is -8.47 eV. Its energy above the lowest of the compared OMol25 structures with the same formula, charge and spin is 0.0 kcal/mol.

No. 3
Here is a molecular structure, C8H9NO2 at a distorted geometry from OMol25. Energies are from ωB97M-V with the def2-TZVPD basis set.

XYZ file:
```
20
Properties=species:S:1:pos:R:3:nbo_charge:R:1
C -2.393 1.633 0.045 0.25
C -2.580 -0.874 -0.256 0.78
C -0.919 -1.776 1.163 -0.11
C -0.424 -0.322 1.173 -0.01
C -1.832 0.390 -0.042 -0.26
C -0.289 0.367 -0.095 -0.11
C 0.333 1.734 -0.032 -0.60
C 0.268 -0.366 -1.315 -0.61
N -2.917 2.643 0.260 -0.28
O -3.683 -0.926 -0.685 -0.52
O -1.864 -2.017 0.163 -0.50
H -0.111 -2.527 1.132 0.22
H -1.305 -1.821 2.151 0.19
H -0.283 0.163 2.065 0.22
H -0.078 2.406 -0.939 0.24
H 1.520 1.777 -0.122 0.23
H 0.096 2.120 0.948 0.22
H 0.524 0.428 -2.036 0.22
H -0.414 -1.052 -1.769 0.22
H 1.241 -0.850 -1.093 0.22
```

As for the net charge: 0. The value obtained for the LUMO energy is -0.7 eV. The value obtained for the molar mass is 151.17 g/mol. For the maximum force, the calculation gives 4.81 eV Å⁻¹. Its HOMO energy is -9.33 eV. Its energy above the lowest of the compared OMol25 structures with the same formula, charge and spin is 64.6 kcal/mol.

No. 4
Here is a molecular structure, C12H19F16NNbO2 at a distorted geometry from OMol25. Energies are from ωB97M-V with the def2-TZVPD basis set.

XYZ file:
```
51
Properties=species:S:1:pos:R:3:nbo_charge:R:1
C -7.537 1.478 -2.356 -0.60
C -7.287 1.714 -3.801 -0.22
N -5.909 1.345 -4.162 -1.03
Nb -4.433 2.887 -4.016 1.75
H -6.852 2.024 -1.744 0.21
H -7.428 0.449 -2.128 0.19
H -8.518 1.812 -2.119 0.19
H -7.552 2.715 -4.043 0.18
H -7.951 1.056 -4.326 0.15
H -5.940 1.157 -5.152 0.37
H -4.768 3.504 -5.720 -0.43
H -3.166 1.798 -4.819 -0.45
H -3.934 2.365 -2.319 -0.46
H -5.653 4.124 -3.435 -0.45
H -3.094 4.135 -3.875 -0.40
C -0.148 0.372 -0.387 -0.13
C -0.453 1.592 -1.274 0.60
C -0.562 1.351 -2.784 0.52
F 0.627 0.885 -3.268 -0.35
F -0.846 2.497 -3.408 -0.29
F 0.461 2.563 -1.020 -0.32
F -1.651 2.042 -0.862 -0.30
O 1.204 0.164 0.013 -0.51
C 2.080 -0.511 -0.765 0.85
C 3.238 0.385 -1.198 0.51
F 2.793 1.438 -1.894 -0.30
F 4.074 -0.333 -1.990 -0.33
F 1.484 -1.103 -1.807 -0.31
F 2.621 -1.503 -0.001 -0.35
H -0.663 0.570 0.548 0.23
H -0.587 -0.537 -0.791 0.21
H -1.353 0.632 -3.017 0.16
H 3.784 0.739 -0.321 0.14
C 3.716 -2.467 2.957 -0.14
C 3.372 -1.139 3.656 0.60
C 4.526 -0.315 4.230 0.52
F 5.188 -0.989 5.194 -0.32
F 4.022 0.813 4.783 -0.32
F 2.450 -1.361 4.616 -0.31
F 2.797 -0.347 2.716 -0.32
O 3.570 -3.655 3.718 -0.51
C 4.565 -4.113 4.526 0.85
C 4.118 -4.128 5.987 0.50
F 3.776 -2.894 6.393 -0.32
F 5.148 -4.559 6.752 -0.33
F 5.708 -3.428 4.361 -0.32
F 4.808 -5.394 4.179 -0.32
H 2.979 -2.576 2.167 0.24
H 4.682 -2.423 2.458 0.21
H 5.228 -0.033 3.439 0.14
H 3.266 -4.797 6.112 0.15
```

As for the net charge: -1. The value obtained for the LUMO energy is 1.8 eV. The value obtained for the molar mass is 606.16 g/mol. For the maximum force, the calculation gives 3.24 eV Å⁻¹. Its HOMO energy is -4.74 eV.

No. 5
Here is a single C3H6O molecule at a distorted geometry from OMol25. Energies are from ωB97M-V with the def2-TZVPD basis set.

XYZ file:
```
10
Properties=species:S:1:pos:R:3:nbo_charge:R:1
C 1.209 -0.688 -0.147 -0.12
C 0.144 0.240 0.432 0.08
C -1.240 0.434 -0.177 -0.64
O 1.338 0.721 -0.129 -0.49
H 1.880 -1.283 0.413 0.17
H 1.111 -1.154 -1.056 0.17
H 0.125 0.390 1.582 0.17
H -1.195 0.003 -1.264 0.21
H -1.433 1.486 -0.021 0.22
H -1.938 -0.148 0.367 0.22
```

As for the net charge: 0. Its SMILES is C[C@H]1CO1. The value obtained for the LUMO energy is 1.2 eV. The value obtained for the molar mass is 58.08 g/mol. For the maximum force, the calculation gives 3.25 eV Å⁻¹. Its HOMO energy is -10.20 eV. Its energy above the lowest of the compared OMol25 structures with the same formula, charge and spin is 42.9 kcal/mol.

Number 2 is which compound? C5H4INO2

Repeat the second record exactly.
Here is a single C5H4INO2 molecule at a distorted geometry from OMol25. Energies are from ωB97M-V with the def2-TZVPD basis set.

XYZ file:
```
13
Properties=species:S:1:pos:R:3:nbo_charge:R:1
C 1.308 1.161 -0.079 -0.01
C 0.244 2.204 -0.074 0.76
C -0.732 0.195 -0.190 0.46
C -1.699 -0.712 -0.119 -0.54
C 2.621 1.379 0.027 -0.40
N 0.635 -0.021 -0.248 -0.59
O 0.347 3.392 -0.025 -0.51
O -0.939 1.547 -0.160 -0.45
I 4.026 -0.173 -0.018 0.14
H -2.727 -0.416 -0.061 0.23
H -1.471 -1.760 -0.124 0.21
H 3.050 2.395 0.448 0.27
H 1.070 -0.928 -0.215 0.43
```

As for the net charge: 0. Its SMILES is C=c1[nH]/c(=C\I)c(=O)o1. The value obtained for the LUMO energy is 0.0 eV. The value obtained for the molar mass is 237.00 g/mol. For the maximum force, the calculation gives 2.86 eV Å⁻¹. Its HOMO energy is -8.47 eV. Its energy above the lowest of the compared OMol25 structures with the same formula, charge and spin is 0.0 kcal/mol.

What is the net charge in the second record? 0